Computed, not measured: a cluster of 2 separate species, C4H8FNO in total at a distorted geometry, with the ωB97M-V functional and the def2-TZVPD basis.

XYZ file:
```
15
Properties=species:S:1:pos:R:3
C -1.223 0.603 0.315
C -0.150 1.258 -0.033
F 0.181 2.410 0.629
N 0.807 0.864 -0.937
C 0.653 -0.253 -1.812
H -2.034 0.960 0.823
H -1.361 -0.429 0.009
H 1.651 1.526 -1.027
H 1.373 -1.107 -1.555
H -0.411 -0.477 -1.731
H 0.869 0.046 -2.849
C -0.117 -1.357 2.117
O 0.724 -1.914 1.496
H 0.167 -0.370 2.488
H -1.128 -1.761 2.066
```

Output
LUMO level, Ha: 0.03678
Net charge: 0
Energy above the lowest of the compared OMol25 structures with the same formula, charge and spin, eV: 2.019
Structure (SMILES): C=C(F)NC.C=O
Orbital gap, eV: 9.32
E_HOMO, hartree: -0.3058

How positive or negative is each atom? The natural (NBO) charges in e answer that:
1. C -0.671
2. C 0.604
3. F -0.336
4. N -0.634
5. C -0.409
6. H 0.223
7. H 0.208
8. H 0.409
9. H 0.207
10. H 0.217
11. H 0.197
12. C 0.261
13. O -0.524
14. H 0.131
15. H 0.116